The following is a DFT calculation (wB97M-V/def2-TZVPD) of the molecule C21H30N2O3.

Properties
Energy relative to the best compared isomer or geometry (same formula, charge and spin): 20.7 kcal/mol
M: 358.5 g mol⁻¹
SMILES: COc1ccc(CCNC(=O)N[C@]23C[C@H]4C[C@H](C[C@H](C4)C2)C3)cc1OC
2S+1: 1
Energy: -31388.01732 eV
Orbital gap: 8.8 eV

```
56
Properties=species:S:1:pos:R:3:forces:R:3:mulliken_charge:R:1
C 5.57577 2.29606 -0.80653 0.2 0.0 -0.1 -0.99
O 4.22579 2.17173 -0.43849 -0.4 -0.3 0.1 -0.40
C 3.75635 0.93579 -0.05997 0.0 0.2 0.0 1.27
C 4.52432 -0.22123 -0.11539 0.1 0.2 -0.1 -0.47
C 4.00555 -1.45775 0.22915 -0.1 0.0 0.0 -1.06
C 2.69711 -1.57086 0.66842 0.1 0.0 0.1 -0.09
C 2.05800 -2.89601 0.95838 -0.1 0.0 -0.3 -1.11
C 1.39709 -3.46276 -0.31922 -0.1 -0.1 0.3 -0.89
N 0.59875 -2.48078 -1.01704 0.1 0.0 -0.2 -0.24
C -0.59653 -2.06743 -0.45904 0.3 0.1 -0.7 0.26
O -1.19522 -2.73446 0.36030 -0.2 -0.2 0.5 -0.64
N -1.04962 -0.89246 -0.97955 -0.1 0.4 -0.2 -0.10
C -2.21292 -0.16333 -0.48216 0.1 -0.3 0.1 1.33
C -2.03714 0.19810 0.99784 -0.1 0.0 0.0 -1.21
C -3.25456 0.98407 1.47929 0.0 0.1 0.3 0.26
C -3.38578 2.26898 0.66285 0.0 0.0 0.0 -1.39
C -3.56183 1.91390 -0.81268 0.0 0.2 -0.1 0.44
C -4.82290 1.06923 -0.98802 0.0 0.0 0.0 -1.45
C -4.68967 -0.21471 -0.17005 -0.2 -0.1 -0.1 0.51
C -4.51255 0.13469 1.30663 0.0 0.0 0.0 -1.41
C -3.47813 -1.00788 -0.65501 -0.1 0.1 0.1 -1.60
C -2.34540 1.12446 -1.29601 -0.1 -0.1 0.1 -1.88
C 1.93794 -0.41318 0.75664 0.2 0.2 0.0 0.08
C 2.42839 0.83502 0.39317 -0.1 -0.1 0.1 -0.01
O 1.50764 1.84313 0.48280 0.1 -0.4 -0.2 -0.32
C 1.91501 3.19207 0.53544 0.0 0.5 0.0 -0.93
H 5.72380 3.35572 -1.01099 0.1 -0.1 0.0 0.25
H 5.80440 1.72069 -1.70979 0.0 0.0 0.1 0.36
H 6.24592 1.98743 0.00229 0.0 0.0 0.0 0.38
H 5.54753 -0.16822 -0.45110 0.1 0.1 0.0 0.39
H 4.63188 -2.33390 0.15352 0.1 -0.1 0.0 0.40
H 2.79301 -3.61443 1.32209 0.0 0.0 0.1 0.51
H 1.28063 -2.77131 1.71256 0.0 -0.1 0.1 0.36
H 0.73549 -4.28627 -0.04526 0.1 0.0 -0.1 0.39
H 2.15993 -3.82374 -1.01263 -0.1 0.0 0.1 0.44
H 1.13855 -1.77011 -1.48889 -0.1 0.0 0.0 0.32
H -0.41112 -0.35490 -1.54358 0.0 0.0 0.0 0.41
H -1.92706 -0.72097 1.57490 0.1 0.0 0.0 0.64
H -1.13096 0.79792 1.11851 0.1 0.0 0.0 0.11
H -3.12564 1.23629 2.53799 0.0 0.0 -0.1 0.33
H -4.24554 2.84647 1.01032 0.0 0.1 0.0 0.52
H -2.49279 2.88479 0.79329 0.0 0.1 0.0 0.43
H -3.65190 2.83367 -1.40275 0.0 -0.1 0.0 0.22
H -5.69622 1.63500 -0.65538 -0.1 0.0 0.0 0.50
H -4.96405 0.82549 -2.04359 0.0 0.0 -0.1 0.49
H -5.59227 -0.82280 -0.29626 0.1 0.0 0.0 0.22
H -4.42266 -0.78124 1.89348 0.0 0.0 0.1 0.53
H -5.38551 0.68387 1.66770 -0.1 0.0 0.0 0.49
H -3.36797 -1.92885 -0.08306 0.0 0.0 0.0 0.51
H -3.59351 -1.27398 -1.70825 0.0 0.0 -0.1 0.41
H -1.44072 1.72692 -1.17501 0.1 0.0 0.0 0.52
H -2.45613 0.87946 -2.35545 0.0 0.0 -0.1 0.50
H 0.92099 -0.45850 1.11388 -0.2 0.0 0.1 0.46
H 1.01790 3.75112 0.80300 0.1 0.0 0.0 0.25
H 2.68066 3.35075 1.29794 0.0 0.0 0.0 0.36
H 2.28929 3.54214 -0.42874 0.0 0.0 0.1 0.31
```
Forces are in eV/Å.

The following is a DFT calculation (wB97M-V/def2-TZVPD) of a cluster of 2 separate species, C7H18N2 in total at a distorted geometry.

Properties
Energy relative to the best compared isomer or geometry (same formula, charge and spin): 21.0 kcal/mol
M: 130.2 g mol⁻¹
SMILES: [H]/N=C(/C)C(C)C.CCN
2S+1: 1
Energy: -10530.69783 eV
Orbital gap: 9.8 eV

```
27
Properties=species:S:1:pos:R:3:forces:R:3:mulliken_charge:R:1
H -2.13688 -0.73066 0.52223 0.2 -0.2 0.1 0.20
N -1.74576 0.19661 0.66438 0.0 0.2 -0.2 -0.80
C -0.57344 0.22324 1.15169 -0.8 -0.1 1.1 0.53
C -0.02367 1.57857 1.48568 0.1 0.0 -0.4 -1.50
C 0.15983 -0.99555 1.70892 0.1 -0.3 -0.3 1.03
C 1.63573 -0.74491 2.01683 -0.2 -0.1 0.1 -1.49
C 0.02809 -2.21728 0.79542 0.0 0.1 0.2 -1.48
H 0.07020 1.69547 2.56379 0.0 0.0 0.1 0.40
H -0.69454 2.33931 1.10344 -0.1 0.1 0.0 0.40
H 0.95964 1.71556 1.04596 0.2 0.1 0.0 0.33
H -0.34696 -1.22794 2.65689 0.0 0.1 -0.1 0.22
H 2.17811 -0.46923 1.11431 0.1 0.0 -0.1 0.29
H 1.76613 0.03818 2.75872 0.1 0.1 0.0 0.36
H 2.08626 -1.65360 2.41490 0.0 0.0 0.0 0.43
H 0.56736 -2.05228 -0.13491 0.0 0.0 -0.1 0.24
H -1.00975 -2.44167 0.56170 -0.1 -0.1 -0.1 0.43
H 0.45813 -3.09319 1.27952 0.0 0.0 0.0 0.41
C 0.57494 0.38016 -1.87465 -0.9 1.0 -1.4 -0.86
C -0.69261 1.32242 -2.11971 1.2 -0.8 1.2 -0.32
N -1.47519 0.98743 -3.27956 -0.1 -0.1 -0.4 -0.60
H 1.22573 0.64931 -1.05035 -0.3 0.0 0.5 0.19
H 0.23513 -0.65430 -1.84154 0.1 0.0 0.3 0.11
H 1.20979 0.48960 -2.75661 0.1 -0.2 -0.1 0.43
H -1.32947 1.21634 -1.22943 0.2 0.4 -0.4 0.31
H -0.35174 2.35576 -2.22405 -0.1 0.0 0.2 0.27
H -1.85156 0.04915 -3.20317 0.0 0.1 -0.1 0.22
H -0.92349 1.04349 -4.13041 -0.1 -0.1 0.1 0.24
```
Forces are in eV/Å.